Version A
Formula: C3H6N2O2
Source: OMol25
Level of theory: the ωB97M-V functional and the def2-TZVPD basis

* structure (SMILES): O=CN[C@]1([O-])C[NH2+]1
* LUMO: 0.0266 Eh

Geometry (Å):
O -0.36 -0.27 2.08
C -1.31 -0.24 1.32
N -1.20 -0.06 -0.04
C 0.12 -0.54 -0.44
O 0.30 -1.66 -0.92
C 1.12 0.27 0.28
N 0.97 0.66 -1.28
H -2.34 -0.35 1.70
H -1.97 -0.38 -0.61
H 0.87 1.18 0.82
H 2.00 -0.25 0.69
H 1.37 0.16 -2.07
H 0.44 1.48 -1.54

How positive or negative is each atom? The natural (NBO) charges in e answer that: atom 1 (O): -0.5926, atom 2 (C): 0.5342, atom 3 (N): -0.6794, atom 4 (C): 0.5961, atom 5 (O): -0.7200, atom 6 (C): -0.2226, atom 7 (N): -0.7428, atom 8 (H): 0.1274, atom 9 (H): 0.4028, atom 10 (H): 0.2296, atom 11 (H): 0.2458, atom 12 (H): 0.4212, atom 13 (H): 0.4005

---

Version B
Formula: C3H6N2O2
Source: OMol25
Level of theory: the ωB97M-V functional and the def2-TZVPD basis

* structure (SMILES): NCC(=O)NC=O
* LUMO: 0.0140 Eh

Geometry (Å):
N -0.42 1.48 0.73
C 0.87 0.92 0.26
C 0.79 -0.04 -0.90
O 1.70 -0.30 -1.66
N -0.44 -0.68 -1.05
C -0.97 -1.37 0.06
O -1.88 -2.23 0.07
H -0.30 1.38 1.79
H -1.28 1.03 0.38
H 1.36 0.59 1.22
H 1.55 1.72 -0.07
H -0.54 -1.32 -1.83
H -0.42 -1.18 0.98

How positive or negative is each atom? The natural (NBO) charges in e answer that: atom 1 (N): -0.8401, atom 2 (C): -0.3497, atom 3 (C): 0.6781, atom 4 (O): -0.5306, atom 5 (N): -0.6766, atom 6 (C): 0.5207, atom 7 (O): -0.5518, atom 8 (H): 0.3667, atom 9 (H): 0.3802, atom 10 (H): 0.2224, atom 11 (H): 0.2316, atom 12 (H): 0.4263, atom 13 (H): 0.1228

---

Version C
Formula: C3H6N2O2
Source: OMol25
Level of theory: the ωB97M-V functional and the def2-TZVPD basis

* LUMO: 0.0048 Eh

Geometry (Å):
C 0.88 -0.89 0.27
C -1.81 -0.06 0.21
C 0.15 -0.07 -0.64
N 0.83 -2.14 0.34
N 0.29 1.41 -0.40
O -1.72 0.85 0.94
O -2.30 -0.99 -0.24
H 1.33 -0.16 1.02
H -0.06 -0.47 -1.63
H 1.39 -2.55 1.07
H -0.20 1.76 -1.09
H 1.27 1.71 -0.46
H -0.04 1.60 0.61

How positive or negative is each atom? The natural (NBO) charges in e answer that: atom 1 (C): 0.0870, atom 2 (C): 0.9687, atom 3 (C): -0.4375, atom 4 (N): -0.6832, atom 5 (N): -0.6711, atom 6 (O): -0.6639, atom 7 (O): -0.5405, atom 8 (H): 0.0874, atom 9 (H): 0.2378, atom 10 (H): 0.3412, atom 11 (H): 0.4129, atom 12 (H): 0.3979, atom 13 (H): 0.4633

---

Version D
Formula: C3H6N2O2
Source: OMol25
Level of theory: the ωB97M-V functional and the def2-TZVPD basis

* structure (SMILES): CC(=C=O)N(N)O
* LUMO: 0.0308 Eh

Geometry (Å):
C -0.09 -1.69 0.16
C 0.44 -0.30 0.06
C 1.68 0.06 -0.27
O 2.85 0.01 -0.42
N -0.35 0.85 0.41
N -1.55 0.92 -0.14
O 0.75 1.92 -0.24
H -0.56 -1.87 1.13
H 0.73 -2.40 0.04
H -0.84 -1.90 -0.61
H -1.88 0.20 -0.78
H -2.11 1.71 0.17
H 0.94 2.51 0.51

How positive or negative is each atom? The natural (NBO) charges in e answer that: atom 1 (C): -0.6223, atom 2 (C): -0.2281, atom 3 (C): 0.7254, atom 4 (O): -0.4897, atom 5 (N): 0.0225, atom 6 (N): -0.6194, atom 7 (O): -0.6885, atom 8 (H): 0.2195, atom 9 (H): 0.2410, atom 10 (H): 0.2021, atom 11 (H): 0.3762, atom 12 (H): 0.3919, atom 13 (H): 0.4693

---

Most favorable structure: version B. The second most favorable one is 134.8 kJ/mol above it.

---

Version A
Formula: C3H6N2O2
Source: OMol25
Level of theory: the ωB97M-V functional and the def2-TZVPD basis

* structure (SMILES): [H]/N=C/OCC(N)=O
* LUMO: 0.0228 Eh

Geometry (Å):
H -2.41 2.19 -1.08
N -2.36 1.66 -0.21
C -1.56 0.70 -0.37
O -1.40 -0.19 0.65
C -0.09 -0.66 0.92
C 0.85 -0.71 -0.29
N 2.12 -0.31 -0.03
O 0.49 -1.09 -1.39
H -0.99 0.43 -1.26
H 0.34 -0.06 1.73
H -0.20 -1.69 1.28
H 2.77 -0.33 -0.81
H 2.42 0.06 0.85

How positive or negative is each atom? The natural (NBO) charges in e answer that: atom 1 (H): 0.3422, atom 2 (N): -0.6528, atom 3 (C): 0.3723, atom 4 (O): -0.4999, atom 5 (C): -0.1544, atom 6 (C): 0.6388, atom 7 (N): -0.8126, atom 8 (O): -0.6105, atom 9 (H): 0.1692, atom 10 (H): 0.1779, atom 11 (H): 0.2197, atom 12 (H): 0.4097, atom 13 (H): 0.4004

---

Version B
Formula: C3H6N2O2
Source: OMol25
Level of theory: the ωB97M-V functional and the def2-TZVPD basis

* structure (SMILES): N[C@@H]1CN(O)C1=O
* LUMO: 0.0107 Eh

Geometry (Å):
N 2.33 0.04 -0.32
C 1.15 -0.13 0.37
C 0.13 -1.31 0.03
N -0.98 -0.39 0.51
O -2.09 -0.37 -0.49
C -0.15 0.76 0.25
O -0.38 1.92 -0.06
H 2.78 -1.09 -0.56
H 1.97 0.21 -1.25
H 1.19 -0.29 1.46
H 0.04 -1.57 -1.09
H 0.43 -2.28 0.57
H -2.92 -0.99 -0.03

How positive or negative is each atom? The natural (NBO) charges in e answer that: atom 1 (N): -0.7624, atom 2 (C): -0.1601, atom 3 (C): -0.2682, atom 4 (N): -0.1874, atom 5 (O): -0.5723, atom 6 (C): 0.6677, atom 7 (O): -0.5067, atom 8 (H): 0.3431, atom 9 (H): 0.3551, atom 10 (H): 0.2053, atom 11 (H): 0.2030, atom 12 (H): 0.2045, atom 13 (H): 0.4786

---

Version C
Formula: C3H6N2O2
Source: OMol25
Level of theory: the ωB97M-V functional and the def2-TZVPD basis

* structure (SMILES): NCC(=O)NC=O
* LUMO: 0.0203 Eh

Geometry (Å):
N 1.92 1.01 0.24
C 0.55 0.77 0.49
C 0.13 -0.74 0.49
O 0.82 -1.48 1.14
N -0.91 -1.15 -0.32
C -1.96 -0.34 -0.70
O -2.46 -0.37 -1.79
H 2.49 0.22 0.55
H 2.21 1.39 -0.63
H 0.21 1.10 1.49
H -0.05 1.25 -0.29
H -0.75 -2.03 -0.80
H -2.21 0.36 0.12

How positive or negative is each atom? The natural (NBO) charges in e answer that: atom 1 (N): -0.8423, atom 2 (C): -0.2996, atom 3 (C): 0.6818, atom 4 (O): -0.5580, atom 5 (N): -0.6884, atom 6 (C): 0.5448, atom 7 (O): -0.5297, atom 8 (H): 0.3824, atom 9 (H): 0.3793, atom 10 (H): 0.1958, atom 11 (H): 0.1907, atom 12 (H): 0.4255, atom 13 (H): 0.1176

---

Most favorable structure: version C. The second most favorable one is 14.3 kJ/mol above it.